(1)
Computed, not measured: a cluster of 2 separate species, C4H12O2 in total, with wB97M-V/def2-TZVPD.

Calculated values
- Lowest unoccupied orbital energy: 0.899 eV
- 2S+1: 1
- Total charge: 0

```
18
C4H12O2, DFT wB97M-V/def2-TZVPD
C -0.836 -0.426 -2.655
O 1.517 1.573 1.903
H 0.487 1.594 3.633
H -1.553 0.308 -3.060
H -0.945 -0.455 -1.558
O -1.134 -1.721 -3.157
H 0.186 -0.090 -2.899
H -3.235 -1.730 -3.194
H 2.935 0.284 2.824
H 2.595 0.014 1.085
H 1.988 2.566 3.739
H -2.457 -3.262 -2.688
C 2.148 0.303 2.051
H -2.419 -1.837 -1.603
C 1.147 2.285 3.082
H 1.376 -0.438 2.317
C -2.375 -2.163 -2.656
H 0.575 3.195 2.835
```


(2)
Computed, not measured: a cluster of 2 separate species, C4H12O2 in total, with wB97M-V/def2-TZVPD.

Calculated values
- Lowest unoccupied orbital energy: 0.753 eV
- 2S+1: 1
- Total charge: 0

```
18
C4H12O2, DFT wB97M-V/def2-TZVPD
H 1.831 -0.229 -1.061
H 0.600 3.583 -0.891
H -1.788 -3.318 -0.128
C 1.071 1.501 -1.251
H 0.513 1.137 -0.366
C 1.512 2.980 -1.034
H -2.096 -2.603 2.391
H -0.317 -2.439 2.251
H 2.061 3.373 -1.906
C -1.282 -1.955 2.025
C -1.388 -1.576 0.539
O 2.198 0.653 -1.281
H -2.399 -1.168 0.344
O -1.098 -2.627 -0.207
H 2.149 3.087 -0.140
H -0.654 -0.787 0.285
H -1.328 -0.994 2.564
H 0.415 1.382 -2.135
```


The records above yield maximum force values of 1.3, 4.8 eV Å⁻¹, respectively.
The records above yield orbital gap values of 10.70, 10.92 eV, respectively.
The records above yield HOMO energy values of -9.8, -10.2 eV, respectively.